[1]
This record from the OMol25 dataset describes 10 unconnected molecules or ions with the total composition C32H64Br8O12S6. The level of theory is wB97M-V/def2-TZVPD.

```
! wB97M-V def2-TZVPD RIJCOSX def2/J DEFGRID3
* xyz 0 1
O -3.4036 -3.4598 -0.4118
S -4.4498 -4.2229 0.2652
O -5.6697 -4.6500 -0.5262
C -3.7253 -5.6595 1.0906
C -3.3172 -5.3075 2.5982
C -3.6016 -3.8029 2.8412
C -4.8293 -3.4062 1.9599
H -2.8772 -5.9520 0.4715
H -4.5035 -6.4173 1.0006
H -3.9527 -5.8792 3.2746
H -2.3051 -5.6206 2.8549
H -2.7034 -3.2848 2.5052
H -3.7788 -3.7045 3.9122
H -4.9507 -2.3452 1.7417
H -5.8035 -3.6685 2.3725
O 4.7098 -0.9760 -2.3061
S 5.8473 -1.6034 -1.7085
O 7.0223 -1.9963 -2.3758
C 6.1760 -0.5869 -0.1102
C 5.1755 -1.0814 0.9717
C 4.5847 -2.4535 0.5382
C 5.2184 -3.0026 -0.7041
H 6.1203 0.4769 -0.3412
H 7.1475 -0.8410 0.3136
H 5.6107 -1.1073 1.9708
H 4.3550 -0.3653 1.0169
H 3.4954 -2.4660 0.4993
H 4.7829 -3.1097 1.3857
H 4.3773 -3.4014 -1.2713
H 6.0524 -3.7041 -0.6827
O -1.9933 0.3863 -3.7827
S -2.2014 -0.8844 -4.4615
O -1.0896 -1.4760 -5.1704
C -2.8677 -2.2528 -3.4681
C -3.9520 -2.6962 -4.4115
C -4.5948 -1.5673 -5.1802
C -3.4460 -0.6463 -5.6914
H -3.2107 -1.9240 -2.4871
H -2.0090 -2.9207 -3.4007
H -3.5459 -3.4248 -5.1131
H -4.6899 -3.1962 -3.7841
H -5.3549 -0.9796 -4.6655
H -5.1276 -1.8350 -6.0926
H -3.6826 0.4169 -5.7325
H -3.2225 -1.1412 -6.6366
O -1.4913 -2.6418 6.2085
S -2.4269 -1.5421 5.9127
O -3.8412 -1.7240 5.4390
C -2.6844 -0.6139 7.4028
C -1.5651 0.4296 7.4404
C -1.2443 0.8574 6.0305
C -1.6619 -0.1587 4.9587
H -2.7005 -1.3247 8.2291
H -3.6381 -0.0896 7.4644
H -1.7442 1.2518 8.1333
H -0.5773 0.0314 7.6722
H -0.1870 0.9651 5.7884
H -1.7615 1.7866 5.7913
H -0.9889 -0.5693 4.2060
H -2.4230 0.2849 4.3167
O 4.6433 3.2099 -0.1367
S 4.5212 3.9218 -1.3948
O 4.0262 5.2893 -1.5325
C 6.0060 3.7522 -2.3473
C 5.6147 3.6280 -3.8742
C 4.2560 2.9709 -3.8878
C 3.5541 2.8691 -2.4762
H 6.5896 2.8810 -2.0497
H 6.6130 4.6449 -2.1968
H 5.7493 4.5916 -4.3656
H 6.3087 3.0582 -4.4919
H 4.1234 2.0182 -4.4006
H 3.6386 3.7470 -4.3402
H 3.6106 1.8579 -2.0732
H 2.4744 3.0008 -2.4065
O -1.3590 1.0123 1.9393
S -0.1572 0.4449 1.3516
O 0.7617 -0.1876 2.2991
C -0.5491 -1.0501 0.4027
C -0.2022 -0.6475 -1.0236
C 1.0469 0.3529 -0.9719
C 0.6119 1.4172 -0.0893
H -1.5846 -1.2952 0.6390
H 0.0706 -1.9112 0.6527
H 0.0389 -1.3967 -1.7776
H -1.0807 -0.1988 -1.4874
H 1.2230 0.6893 -1.9936
H 1.9279 -0.0929 -0.5102
H -0.1364 1.9955 -0.6311
H 1.3144 2.1190 0.3602
Br -2.3669 6.6711 2.4779
C -3.5769 5.0517 2.4541
C -3.2450 4.1184 3.6664
Br -4.7976 3.1087 4.3414
H -3.6306 4.6905 1.4271
H -4.6299 5.2765 2.6240
H -2.7670 4.5200 4.5600
H -2.6456 3.3486 3.1804
Br 2.0797 5.6125 1.9695
C 3.1403 4.1430 2.9198
C 2.2493 3.3295 3.7485
Br 3.4059 2.1534 4.9796
H 3.9741 4.5126 3.5167
H 3.6043 3.4853 2.1849
H 1.5754 2.6559 3.2191
H 1.6040 3.9819 4.3368
Br -1.9217 3.6727 -2.0369
C -3.6731 3.5452 -3.0667
C -4.4302 2.2995 -2.5123
Br -5.0024 2.5391 -0.5584
H -3.4484 3.4778 -4.1312
H -4.1975 4.4899 -2.9238
H -3.9176 1.3407 -2.5902
H -5.3342 2.2112 -3.1148
Br 3.1729 -3.9390 -6.3774
C 3.5399 -2.5710 -4.9857
C 2.3981 -2.5801 -3.9215
Br 2.1702 -4.3670 -3.0380
H 3.6050 -1.5496 -5.3605
H 4.5038 -2.9180 -4.6134
H 1.4487 -2.4154 -4.4309
H 2.5771 -1.7895 -3.1928
*
```

HOMO	-9.97	eV
orbital gap	0.3711	Ha
ΔE to the lowest compared entry with this formula, charge and spin	87.8	kcal per mole
SMILES	O=S1(=O)CCCC1.O=S1(=O)CCCC1.O=S1(=O)CCCC1.O=S1(=O)CCCC1.O=S1(=O)CCCC1.O=S1(=O)CCCC1.BrCCBr.BrCCBr.BrCCBr.BrCCBr

Atomic partial charges in e from the Löwdin method, atoms 1 to 99:
1. O -0.363
2. S 0.741
3. O -0.383
4. C -0.217
5. C -0.178
6. C -0.210
7. C -0.165
8. H 0.094
9. H 0.092
10. H 0.104
11. H 0.109
12. H 0.105
13. H 0.090
14. H 0.090
15. H 0.102
16. O -0.338
17. S 0.665
18. O -0.302
19. C -0.169
20. C -0.190
21. C -0.215
22. C -0.225
23. H 0.078
24. H 0.093
25. H 0.110
26. H 0.098
27. H 0.108
28. H 0.111
29. H 0.048
30. H 0.107
31. O -0.355
32. S 0.666
33. O -0.336
34. C -0.201
35. C -0.230
36. C -0.213
37. C -0.216
38. H 0.094
39. H 0.110
40. H 0.129
41. H 0.123
42. H 0.111
43. H 0.112
44. H 0.102
45. H 0.111
46. O -0.336
47. S 0.743
48. O -0.387
49. C -0.238
50. C -0.212
51. C -0.220
52. C -0.198
53. H 0.106
54. H 0.109
55. H 0.118
56. H 0.115
57. H 0.111
58. H 0.102
59. H 0.079
60. H 0.083
61. O -0.349
62. S 0.666
63. O -0.320
64. C -0.217
65. C -0.195
66. C -0.192
67. C -0.219
68. H 0.101
69. H 0.103
70. H 0.110
71. H 0.109
72. H 0.113
73. H 0.109
74. H 0.074
75. H 0.101
76. O -0.339
77. S 0.711
78. O -0.355
79. C -0.212
80. C -0.191
81. C -0.223
82. C -0.212
83. H 0.094
84. H 0.107
85. H 0.103
86. H 0.090
87. H 0.118
88. H 0.112
89. H 0.042
90. H 0.101
91. Br 0.542
92. C -0.613
93. C -0.661
94. Br 0.585
95. H 0.021
96. H 0.030
97. H 0.044
98. H 0.029
99. Br 0.563


[2]
This record from the OMol25 dataset describes a molecular structure, C32H64CaO6P2SbSi3. The level of theory is wB97M-V/def2-TZVPD.

```
! wB97M-V def2-TZVPD RIJCOSX def2/J DEFGRID3
* xyz 1 1
Ca 0.4574 -0.9858 -0.0021
C 3.0765 1.5950 3.0261
C 4.3068 0.9543 2.4267
C 5.5984 1.4293 3.0457
O 4.3806 1.3169 0.9953
P 3.6749 0.4780 -0.1231
O 2.6436 -0.4513 0.4229
C 3.0083 1.6691 -1.2927
P 1.4417 2.3965 -0.7699
O 0.5183 1.3555 -0.2517
O 1.7336 3.4818 0.3081
C 2.3209 4.7971 -0.0001
C 3.4252 5.0317 1.0030
C 1.2111 5.8205 0.0566
O 0.9110 3.2176 -1.9952
C 0.7398 2.7480 -3.3705
C 0.0772 3.8874 -4.1096
C -0.0748 1.4713 -3.4068
O 4.7574 -0.2306 -0.9985
C 5.4975 -1.3931 -0.4534
C 6.9544 -1.0041 -0.3837
C 5.2086 -2.5665 -1.3576
H 3.0004 1.3253 4.0796
H 2.1726 1.2594 2.5172
H 3.1403 2.6808 2.9489
H 4.2298 -0.1319 2.4816
H 5.6879 2.5125 2.9512
H 6.4589 0.9625 2.5677
H 5.6106 1.1730 4.1051
H 2.8362 1.1183 -2.2235
H 3.7504 2.4400 -1.5115
H 2.7342 4.7484 -1.0103
H 3.0113 5.0912 2.0106
H 3.9299 5.9719 0.7824
H 4.1586 4.2254 0.9658
H 0.7645 5.8308 1.0516
H 0.4385 5.5957 -0.6778
H 1.6136 6.8120 -0.1532
H 1.7420 2.5730 -3.7699
H -0.9157 4.0715 -3.6964
H -0.0241 3.6345 -5.1646
H 0.6698 4.7978 -4.0266
H -1.0328 1.6125 -2.9050
H 0.4473 0.6364 -2.9334
H -0.2573 1.1977 -4.4463
H 5.1015 -1.5962 0.5455
H 7.3320 -0.7811 -1.3822
H 7.5351 -1.8297 0.0283
H 7.0985 -0.1280 0.2488
H 5.5483 -2.3526 -2.3717
H 4.1428 -2.7961 -1.3690
H 5.7383 -3.4473 -0.9934
C -5.0033 2.5429 0.8824
Si -3.1978 2.1434 0.5990
C -2.1845 2.4844 2.1366
C -2.6069 3.2281 -0.8077
Sb -2.8129 -0.3173 0.0283
Si -4.6679 -0.9098 -1.6244
C -4.4155 -2.6802 -2.1591
C -4.4845 0.2494 -3.0820
C -6.3631 -0.7264 -0.8598
Si -3.6202 -1.4606 2.1805
C -5.0596 -0.5723 2.9795
C -2.1612 -1.4456 3.3547
C -4.0874 -3.2162 1.7577
H -5.0949 3.5915 1.1826
H -5.4547 1.9328 1.6615
H -5.5832 2.4134 -0.0353
H -2.1468 3.5610 2.3276
H -1.1583 2.1283 2.0169
H -2.6176 2.0067 3.0187
H -2.7056 4.2788 -0.5179
H -3.2060 3.0761 -1.7087
H -1.5602 3.0387 -1.0494
H -3.4097 -2.8695 -2.5387
H -5.1253 -2.9284 -2.9539
H -4.5988 -3.3616 -1.3261
H -3.5339 0.0926 -3.5963
H -4.5382 1.2939 -2.7675
H -5.2867 0.0775 -3.8050
H -6.4405 -1.2821 0.0776
H -7.1116 -1.1363 -1.5442
H -6.6257 0.3152 -0.6622
H -4.7355 0.3602 3.4467
H -5.4852 -1.2033 3.7649
H -5.8568 -0.3409 2.2719
H -1.8179 -0.4271 3.5549
H -1.3276 -2.0284 2.9531
H -2.4405 -1.8977 4.3104
H -4.9621 -3.2505 1.1045
H -4.3461 -3.7540 2.6750
H -3.2712 -3.7544 1.2708
C -1.7415 -6.7463 -0.6148
C -2.1867 -5.4319 -0.8720
C -1.3619 -4.3706 -0.6237
C -0.0474 -4.5387 -0.1126
C 0.8019 -3.4065 0.1318
C 2.0687 -3.7014 0.6085
C 2.5227 -5.0212 0.8587
C 1.7000 -6.0827 0.6300
C 0.3889 -5.8690 0.1343
C -0.4854 -6.9552 -0.1237
H -2.3975 -7.5853 -0.8094
H -3.1824 -5.2722 -1.2692
H -1.7007 -3.3559 -0.8193
H 2.7738 -2.8960 0.8114
H 3.5262 -5.1861 1.2372
H 2.0314 -7.0971 0.8214
H -0.1364 -7.9625 0.0744
*
```

HOMO	-9.24	eV
orbital gap	0.2639	Ha
ΔE to the lowest compared entry with this formula, charge and spin	9.2	kcal per mole

Atomic partial charges in e from the Löwdin method, atoms 1 to 99:
1. Ca 1.219
2. C -0.028
3. C -0.411
4. C -0.029
5. O -0.169
6. P 0.461
7. O -0.408
8. C -0.190
9. P 0.440
10. O -0.425
11. O -0.162
12. C -0.420
13. C -0.033
14. C -0.028
15. O -0.184
16. C -0.414
17. C -0.026
18. C -0.037
19. O -0.169
20. C -0.418
21. C -0.030
22. C -0.028
23. H 0.097
24. H 0.072
25. H 0.078
26. H 0.135
27. H 0.090
28. H 0.079
29. H 0.096
30. H 0.088
31. H 0.101
32. H 0.134
33. H 0.091
34. H 0.095
35. H 0.075
36. H 0.095
37. H 0.078
38. H 0.095
39. H 0.140
40. H 0.090
41. H 0.095
42. H 0.090
43. H 0.077
44. H 0.065
45. H 0.100
46. H 0.128
47. H 0.094
48. H 0.095
49. H 0.075
50. H 0.093
51. H 0.076
52. H 0.097
53. C -0.210
54. Si 0.276
55. C -0.219
56. C -0.217
57. Sb 0.836
58. Si 0.271
59. C -0.229
60. C -0.227
61. C -0.210
62. Si 0.281
63. C -0.218
64. C -0.228
65. C -0.211
66. H 0.040
67. H 0.010
68. H 0.023
69. H 0.036
70. H 0.012
71. H 0.021
72. H 0.042
73. H 0.023
74. H -0.008
75. H 0.029
76. H 0.043
77. H 0.014
78. H 0.024
79. H 0.012
80. H 0.039
81. H 0.017
82. H 0.041
83. H 0.022
84. H 0.025
85. H 0.041
86. H 0.014
87. H 0.016
88. H 0.021
89. H 0.040
90. H 0.022
91. H 0.044
92. H 0.015
93. C -0.084
94. C -0.098
95. C -0.089
96. C -0.232
97. C -0.219
98. C -0.203
99. C -0.102


Question: Number 1 is which compound?
Answer: C32H64Br8O12S6